[1]
8
Properties=species:S:1:pos:R:3 method="wB97M-V/def2-TZVPD" e_homo_ev=-3.63 multiplicity=1 largest_force_ha_per_bohr=0.0587 charge=-1
O 2.806 -1.047 0.046
O -2.104 1.193 0.004
H 0.830 1.106 -0.991
H 0.227 1.348 1.353
O -2.489 -1.078 -0.355
C -1.906 -0.062 -0.203
H 2.654 -1.990 -0.026
Si -0.018 0.530 0.171

---

[2]
11
Properties=species:S:1:pos:R:3 method="wB97M-V/def2-TZVPD" e_homo_ev=-9.88 smiles="CC(=O)C(=O)C=O" multiplicity=1 largest_force_ha_per_bohr=0.0140 charge=0
C -1.169 0.266 -0.819
C 1.394 0.725 0.655
H -1.844 -0.079 -1.604
H -1.740 0.876 -0.107
O 1.300 -1.542 1.315
C -0.562 -0.910 -0.097
C 0.759 -0.662 0.693
O -1.037 -2.016 -0.048
H 1.663 1.154 1.637
O 1.621 1.288 -0.388
H -0.385 0.899 -1.237

---

[3]
50
Properties=species:S:1:pos:R:3 method="wB97M-V/def2-TZVPD" e_homo_ev=-9.89 smiles="CCNCC(N)=O.O.O.O.O.O.O.O.O.O.O.O" multiplicity=1 largest_force_ha_per_bohr=0.0478 charge=0
H 2.154 -2.453 -0.763
N -0.159 -1.468 -0.388
H 1.317 -0.065 -1.192
H 0.471 -2.887 -1.890
H -0.421 3.134 2.216
O 0.483 2.067 -3.304
O -2.042 -1.806 2.208
H 3.531 -2.495 0.221
H -1.268 -1.566 2.736
H 1.262 2.492 -2.912
O 0.099 0.494 2.851
H 0.666 -2.894 3.499
H 0.241 1.300 3.373
H -3.201 -1.826 -1.850
H -0.206 3.403 -0.412
H 0.569 1.149 -2.991
C -1.259 -1.045 -1.330
H -1.517 2.002 -1.061
H 1.323 -1.533 3.081
H -0.831 -1.265 -2.298
C -2.436 -1.975 -1.088
H 1.484 -1.493 -2.945
O -2.496 1.060 2.553
H -1.618 2.765 3.037
H -2.772 -1.521 2.767
H 0.548 0.509 0.234
O -0.853 3.368 3.051
H -0.629 -3.592 -2.624
H -1.602 0.839 2.226
C 0.847 -0.418 -0.261
H -2.925 -1.711 -0.145
H 3.258 2.434 -0.546
O 2.502 -0.279 1.440
O 1.459 -0.613 -3.330
H -0.599 -1.640 0.511
H 1.699 2.739 -0.587
H 1.464 -0.766 -4.281
H 0.218 4.524 0.555
H -0.811 2.709 -2.261
O 0.415 3.609 0.329
H -2.170 -3.022 -0.958
O 2.462 2.388 -1.076
H -2.533 0.727 3.453
H -1.530 -0.014 -1.122
O 0.974 -2.367 2.760
O 0.308 -3.415 -2.688
C 2.076 -0.949 0.503
H 0.817 0.554 2.197
O -1.428 2.854 -1.499
N 2.663 -2.041 0.000

---

[4]
78
Properties=species:S:1:pos:R:3 method="wB97M-V/def2-TZVPD" e_homo_ev=-1.50 multiplicity=1 largest_force_ha_per_bohr=0.0411 charge=-2
C -0.167 2.973 2.623
H -4.857 -2.524 -0.874
C 1.857 -1.500 0.475
C 3.061 -0.668 4.668
H -0.601 -2.675 -0.357
N -0.296 3.982 3.569
H -1.994 -0.807 -7.458
H -3.486 2.851 1.546
O -2.174 1.106 -1.631
C 2.173 -2.184 -1.927
H -4.228 1.973 0.197
H 3.698 -4.972 -3.179
N -1.392 1.382 1.496
S -2.941 3.190 -4.514
C 3.055 -3.597 -0.161
N 0.423 2.312 -1.017
H 4.614 1.860 0.747
C 2.069 -0.286 3.789
C -2.026 -0.332 -6.486
O -4.332 3.403 -4.895
C 3.333 -4.261 -2.443
H 0.552 4.164 4.080
C 0.485 -1.368 5.292
C 3.628 3.168 -0.448
H -4.819 -0.307 0.198
C -2.372 1.012 -6.391
H 3.584 -1.642 6.509
H 3.177 -3.786 0.899
H -1.520 -1.034 -3.197
C -2.136 0.844 -4.002
C -3.922 -2.102 -0.519
H -2.380 -0.939 3.883
C -2.667 -0.307 0.476
N 3.886 1.953 0.059
H -2.720 -3.779 -1.147
N -1.536 -0.999 0.301
C -3.899 -0.861 0.078
C 1.485 -1.731 6.177
H 3.127 1.269 0.127
N -2.796 2.863 -2.945
C -1.564 -2.189 -0.254
C 2.669 -3.125 -2.851
Ca 0.185 0.381 0.195
C -2.733 -2.802 -0.683
C 0.763 -0.635 4.113
N -1.320 2.485 2.237
C 1.448 2.838 -1.006
H 5.581 3.744 -0.354
C -2.347 1.637 -2.727
C 3.526 -4.513 -1.089
H -1.152 3.952 4.102
C -1.771 -0.488 -4.093
H -1.459 -2.115 -5.446
N -0.409 -0.390 3.451
H -4.521 1.447 1.874
O 1.120 -1.974 1.348
H 4.090 -0.418 4.447
C -2.424 1.573 -5.138
N -0.876 -1.558 5.288
O -2.061 4.246 -4.976
H -1.414 -2.089 5.954
N 4.640 4.102 -0.391
H 2.268 0.246 2.872
S 1.417 2.670 2.137
H 1.270 -2.274 7.088
C -1.338 -0.949 4.143
C -1.728 -1.071 -5.350
H -2.602 1.601 -7.269
C 2.777 -1.370 5.842
C -3.785 1.870 1.186
O 2.148 -0.271 0.389
N 2.536 3.542 -1.031
C -2.557 1.001 1.082
H 4.488 4.891 -0.998
C 2.414 -2.439 -0.557
H 2.496 -2.936 -3.902
H 4.019 -5.420 -0.762
S 1.258 -0.842 -2.468